w.
An isolated molecule of C5H10N4, computed with ωB97M-V with the def2-TZVPD basis set.

## Properties
- HOMO energy: -8.557 eV
- SMILES string: [H]/N=C1\NC[C@@H]1[C@@]1(N)CN1
- Kohn-Sham gap: 9.35 eV

Bonds (Å) are listed after each position.
Atoms and positions in Å:
1 C 0.1500 0.0715 2.2927  C2 1.483, N8 1.457, H15 1.087, H16 1.083
2 C -0.4538 -0.2779 0.9844  C1 1.483, N4 1.431, C6 1.592, N8 1.418
3 C 0.8878 0.8100 -0.9910  N5 1.280, C6 1.516, N9 1.351
4 N -1.6480 -1.0655 0.9498  C2 1.431, H10 1.013, H11 1.013
5 N 0.9420 1.9937 -0.5073  C3 1.280, H12 1.015
6 C 0.5576 -0.4599 -0.2319  C2 1.592, C3 1.516, C7 1.512, H17 1.091
7 C 0.0601 -1.0608 -1.5270  C6 1.512, N9 1.629, H18 1.091, H19 1.090
8 N -0.5931 1.0378 1.4945  C1 1.457, C2 1.418, H13 1.176
9 N 0.6584 0.2884 -2.2165  C3 1.351, C7 1.629, H14 1.012
10 H -1.4814 -1.9897 0.5688  N4 1.013
11 H -2.3899 -0.6048 0.4371  N4 1.013
12 H 1.0508 2.7481 -1.1770  N5 1.015
13 H 0.0429 1.7637 0.8227  N8 1.176
14 H 0.3759 0.8076 -3.0380  N9 1.012
15 H 1.2304 0.1692 2.3583  C1 1.087
16 H -0.3489 -0.2495 3.1991  C1 1.083
17 H 1.4585 -0.9484 0.1418  C6 1.091
18 H 0.5192 -1.9861 -1.8767  C7 1.091
19 H -1.0185 -1.0474 -1.6840  C7 1.090

So, what does the Löwdin scheme give us? The charges, in e, come out as: number 1, C, carries -0.1235; number 2, C, carries -0.5544; number 3, C, carries -0.4361; number 4, N, carries 0.0866; number 5, N, carries 0.1070; number 6, C, carries -0.1520; number 7, C, carries -0.0314; number 8, N, carries 0.0192; number 9, N, carries 0.0964; number 10, H, carries 0.0735; number 11, H, carries 0.0775; number 12, H, carries 0.0657; number 13, H, carries 0.1082; number 14, H, carries 0.1211; number 15, H, carries 0.0983; number 16, H, carries 0.0943; number 17, H, carries 0.1431; number 18, H, carries 0.1042; number 19, H, carries 0.1022


x.
An isolated molecule of C5H10N4, computed with ωB97M-V with the def2-TZVPD basis set.

## Properties
- HOMO energy: -7.351 eV
- SMILES string: CNc1cnc(N)n1C
- Kohn-Sham gap: 8.12 eV

Bonds (Å) are listed after each position.
Atoms and positions in Å:
1 C 1.5896 2.6065 0.5884  H6 1.146, H7 1.078, H8 1.118, N16 1.443
2 C 0.4044 0.5551 0.2466  C3 1.383, N16 1.411, N19 1.360
3 C -0.6336 0.6374 1.1561  C2 1.383, H10 1.070, N17 1.362
4 C -1.0842 -1.0381 -0.0139  N17 1.319, N18 1.395, N19 1.329
5 C 0.8054 -1.1422 -1.5866  H13 1.107, H14 1.083, H15 1.097, N19 1.481
6 H 0.6877 3.2338 0.2639  C1 1.146
7 H 2.4277 3.1984 0.2565  C1 1.078
8 H 1.5276 2.4648 1.6957  C1 1.118
9 H 2.3441 0.7821 -0.0011  N16 0.985
10 H -0.7950 1.4785 1.7983  C3 1.070
11 H -1.0754 -2.9904 -0.3358  N18 1.004
12 H -2.4648 -2.3963 0.3255  N18 1.116
13 H 1.4895 -1.9564 -1.2805  C5 1.107
14 H 1.3717 -0.2980 -1.9605  C5 1.083
15 H 0.1394 -1.4033 -2.4180  C5 1.097
16 N 1.5324 1.3335 -0.0897  C1 1.443, C2 1.411, H9 0.985
17 N -1.5670 -0.3409 0.9968  C3 1.362, C4 1.319
18 N -1.6943 -2.2101 -0.4607  C4 1.395, H11 1.004, H12 1.116
19 N -0.0056 -0.4718 -0.5447  C2 1.360, C4 1.329, C5 1.481

So, what does the Löwdin scheme give us? The charges, in e, come out as: number 1, C, carries -0.1247; number 2, C, carries -0.2952; number 3, C, carries -0.1273; number 4, C, carries -0.4909; number 5, C, carries -0.0010; number 6, H, carries 0.1096; number 7, H, carries 0.0672; number 8, H, carries 0.0882; number 9, H, carries 0.0998; number 10, H, carries 0.0878; number 11, H, carries 0.0631; number 12, H, carries 0.1509; number 13, H, carries 0.0972; number 14, H, carries 0.0729; number 15, H, carries 0.0941; number 16, N, carries -0.0469; number 17, N, carries 0.0947; number 18, N, carries 0.0951; number 19, N, carries -0.0346


y.
An isolated molecule of C5H10N4, computed with ωB97M-V with the def2-TZVPD basis set.

## Properties
- HOMO energy: -9.067 eV
- SMILES string: [H]/N=C1/NNC=N[C@@H]1CC
- Kohn-Sham gap: 9.86 eV

Bonds (Å) are listed after each position.
Atoms and positions in Å:
1 C -2.1419 -0.5135 -0.9484  C2 1.508, H6 1.193, H7 1.126, H8 1.176
2 C -1.9251 -0.2859 0.5266  C1 1.508, C3 1.513, H9 1.165, H10 1.063
3 C -0.4721 -0.1818 0.9368  C2 1.513, C5 1.526, H11 1.002, N16 1.571
4 C 1.2923 -1.3719 -0.1340  H12 1.077, N16 1.263, N17 1.411
5 C 0.1416 1.0390 0.2574  C3 1.526, N18 1.496, N19 1.341
6 H -3.2757 -0.4708 -1.3170  C1 1.193
7 H -1.6193 0.2473 -1.5943  C1 1.126
8 H -1.6731 -1.5751 -1.1394  C1 1.176
9 H -2.6317 0.5893 0.8303  C2 1.165
10 H -2.5477 -1.0093 0.9935  C2 1.063
11 H -0.2099 -0.1391 1.9028  C3 1.002
12 H 1.8021 -2.2999 -0.3328  C4 1.077
13 H 3.1870 -0.4514 -0.0289  N17 1.152
14 H 2.0486 1.7791 -0.2544  N18 1.019
15 H -1.3696 2.1998 -0.1932  N19 1.034
16 N 0.1049 -1.4864 0.2795  C3 1.571, C4 1.263
17 N 2.1641 -0.3432 -0.5485  C4 1.411, H13 1.152, N18 1.580
18 N 1.6327 0.9558 0.1777  C5 1.496, H14 1.019, N17 1.580
19 N -0.3417 2.1616 -0.2939  C5 1.341, H15 1.034

So, what does the Löwdin scheme give us? The charges, in e, come out as: number 1, C, carries -0.1499; number 2, C, carries -0.2835; number 3, C, carries -0.2209; number 4, C, carries -0.2912; number 5, C, carries -0.3160; number 6, H, carries 0.1124; number 7, H, carries 0.0667; number 8, H, carries 0.0949; number 9, H, carries 0.1315; number 10, H, carries 0.0874; number 11, H, carries 0.0979; number 12, H, carries 0.1035; number 13, H, carries 0.1867; number 14, H, carries 0.0946; number 15, H, carries 0.0387; number 16, N, carries 0.0975; number 17, N, carries 0.0211; number 18, N, carries 0.0070; number 19, N, carries 0.1215


Last place for stability: y


w.
A cluster of 2 separate species, C2H8S2 in total, computed with ωB97M-V with the def2-TZVPD basis set.

## Properties
- HOMO energy: -8.870 eV
- SMILES string: CSS.C
- Kohn-Sham gap: 9.42 eV

Bonds (Å) are listed after each position.
Atoms and positions in Å:
1 C -1.0336 2.6622 -0.9220  H2 1.012, H3 1.077, H4 1.068, H5 1.080
2 H -0.4394 2.8681 -0.1297  C1 1.012
3 H -1.5596 3.5368 -1.2652  C1 1.077
4 H -1.7119 1.8826 -0.6519  C1 1.068
5 H -0.2472 2.2271 -1.5211  C1 1.080
6 C 1.7006 -1.7673 0.1286  S7 1.843, H9 1.053, H10 1.152, H11 1.174
7 S 0.7283 -1.8152 1.6931  C6 1.843, S8 1.995
8 S -1.1467 -2.4559 1.4641  S7 1.995, H12 1.366
9 H 1.7382 -0.8456 -0.3786  C6 1.053
10 H 1.3140 -2.5772 -0.5936  C6 1.152
11 H 2.7622 -2.1843 0.4086  C6 1.174
12 H -2.1048 -1.5313 1.7678  S8 1.366

So, what does the Löwdin scheme give us? The charges, in e, come out as: number 1, C, carries -0.0276; number 2, H, carries -0.0291; number 3, H, carries 0.0250; number 4, H, carries 0.0125; number 5, H, carries 0.0212; number 6, C, carries -0.4655; number 7, S, carries 0.2975; number 8, S, carries 0.2398; number 9, H, carries -0.0113; number 10, H, carries 0.0548; number 11, H, carries 0.0685; number 12, H, carries -0.1858


x.
A cluster of 2 separate species, C2H8S2 in total, computed with ωB97M-V with the def2-TZVPD basis set.

## Properties
- HOMO energy: -8.528 eV
- SMILES string: CSC.S
- Kohn-Sham gap: 9.32 eV

Bonds (Å) are listed after each position.
Atoms and positions in Å:
1 S 0.3721 -2.8739 -2.7061  H2 1.322, H3 1.339
2 H -0.1084 -2.5999 -1.5053  S1 1.322
3 H 0.1850 -4.1946 -2.5886  S1 1.339
4 C -0.3777 1.9389 0.0033  S5 1.797, H7 1.084, H8 1.089, H9 1.094
5 S -0.3665 0.9996 1.5350  C4 1.797, C6 1.785
6 C 0.3665 2.1956 2.6397  S5 1.785, H10 1.083, H11 1.091, H12 1.087
7 H -0.6087 1.2491 -0.8007  C4 1.084
8 H -1.1393 2.7162 0.0307  C4 1.089
9 H 0.5963 2.3809 -0.2282  C4 1.094
10 H -0.1108 3.1671 2.5932  C6 1.083
11 H 1.4320 2.2748 2.4188  C6 1.091
12 H 0.2598 1.7736 3.6360  C6 1.087

So, what does the Löwdin scheme give us? The charges, in e, come out as: number 1, S, carries 0.4686; number 2, H, carries -0.2439; number 3, H, carries -0.2257; number 4, C, carries -0.4455; number 5, S, carries 0.7178; number 6, C, carries -0.4530; number 7, H, carries 0.0198; number 8, H, carries 0.0314; number 9, H, carries 0.0393; number 10, H, carries 0.0343; number 11, H, carries 0.0322; number 12, H, carries 0.0246


Last place for stability: w